1.
{
  "formula": "C16H48ClO12",
  "method": "wB97M-V/def2-TZVPD",
  "symbols": ["C", "H", "C", "H", "H", "C", "H", "H", "H", "H", "C", "C", "H", "C", "H", "H", "H", "H", "H", "H", "H", "H", "C", "C", "O", "H", "C", "H", "H", "H", "O", "O", "H", "H", "H", "H", "H", "H", "O", "O", "O", "O", "H", "Cl", "H", "H", "C", "C", "C", "C", "C", "O", "H", "H", "H", "H", "H", "H", "H", "H", "H", "H", "H", "H", "O", "H", "C", "O", "H", "H", "H", "H", "H", "O", "O", "C", "H"],
  "coordinates": [[1.4418, 0.2836, 6.1155], [0.7256, -4.0794, 0.8200], [2.5089, 2.1896, 0.2390], [0.5576, -0.2672, 4.2212], [-5.1281, 3.3563, 2.6115], [-3.4033, 0.3072, -4.2269], [-3.5700, 1.6892, 0.5154], [-4.0034, 4.8046, -2.7462], [4.0837, 1.4299, -1.1500], [3.4276, -2.0310, 1.1845], [1.1296, -3.2482, -3.9097], [-3.8599, 0.6010, -2.7564], [-2.9911, 5.8133, -3.8116], [-4.5525, 3.2011, 1.6946], [-4.8643, 3.9822, 1.0382], [0.5719, -5.9141, 2.7463], [1.9042, 1.1675, 6.6010], [1.2274, -4.8583, -5.3994], [1.8479, 2.3902, -0.5932], [-1.3362, 2.5615, -1.9107], [2.0887, -4.9143, 2.6538], [1.4019, -3.8519, 4.4318], [3.9766, -1.9911, 2.1367], [1.3150, -4.7083, -4.3140], [-0.4596, 1.0749, -1.3713], [5.5644, -1.0776, 3.2558], [1.0684, 0.5691, 4.6521], [0.5379, -0.1096, 6.6346], [0.3479, 1.4413, 4.5742], [0.2138, -2.8899, -4.4428], [3.1033, -2.1147, 3.2287], [1.4856, 0.9643, -2.6918], [4.5270, -2.9738, 2.1149], [4.7529, 0.1154, 2.2497], [3.3692, 0.1683, -0.2214], [-2.7655, 1.0976, -4.6728], [0.9187, -2.9356, 2.1333], [-1.0321, 4.6695, -3.3074], [-2.0624, 3.0085, -2.3601], [-5.6090, 1.6247, 0.0004], [2.2126, 0.7459, 3.9655], [-4.7003, 1.7530, -2.7935], [-3.4685, 3.4188, 1.8762], [0.4972, 0.1286, -1.9531], [5.7276, -1.0448, 1.4888], [0.4998, -5.3295, -3.8397], [-1.9297, 4.3901, -2.7530], [-3.1825, 4.8292, -3.4434], [5.0597, -0.9356, 2.3100], [-4.5448, 1.8321, 0.9765], [0.5067, -3.9140, 1.8834], [0.7720, -4.5351, 4.2469], [-2.7612, -0.5444, -4.1446], [-3.4857, 4.1514, -4.2447], [2.0622, -2.6372, -4.0276], [2.2194, -5.1673, -4.0268], [-4.5240, -0.1964, -2.4324], [-1.8839, 4.9415, -1.7830], [-5.2819, 1.8427, -0.9262], [-4.2934, 0.2048, -4.8440], [2.1056, -0.5969, 6.1509], [2.9317, -1.1708, 3.4246], [2.9463, 3.0861, 0.6715], [0.4165, -2.6752, -2.1462], [-0.3257, -0.7631, -2.7762], [1.9464, 1.1916, 3.1171], [3.6752, 1.2474, -0.1692], [1.7234, 1.5819, 1.2685], [-4.6235, 1.0156, 1.7027], [-2.9223, 0.7819, -2.2056], [-0.5856, -3.7613, 1.8943], [4.6201, 1.2676, 0.4213], [-4.0928, 2.4658, -3.0208], [0.7821, -3.4321, -2.5774], [1.1254, -0.6802, -0.9155], [1.0074, -4.8820, 2.8669], [1.3084, 0.8441, 0.7900]],
  "atomic_forces_ev_per_a": [[-0.88, -0.73, -0.09], [0.39, -0.44, 0.38], [1.39, -0.94, 0.47], [-0.82, -0.84, 0.01], [0.05, -0.63, -0.06], [-0.12, 0.81, 1.06], [0.05, 0.14, -0.30], [-0.37, 0.33, 0.35], [-0.37, 0.46, -0.72], [0.07, 0.81, 0.07], [-0.68, -1.03, -0.25], [0.58, 0.40, -2.31], [-0.33, 0.75, -0.40], [1.47, -0.26, -0.13], [-0.32, 0.48, -0.80], [0.46, 0.98, 0.03], [-0.37, -0.65, -0.17], [0.05, 0.12, 0.09], [0.14, 0.28, -0.33], [0.61, 0.28, -0.11], [-0.09, -0.49, 0.48], [0.51, 0.77, 0.30], [1.24, -2.29, -0.39], [-1.63, -0.54, -1.26], [0.72, -0.31, 0.74], [0.23, -0.17, 0.17], [-1.98, 0.33, 2.19], [0.45, 0.79, 0.02], [0.80, -0.62, 0.18], [1.12, 0.40, -0.02], [-0.31, 1.41, 0.40], [-1.25, -2.14, 0.85], [-0.31, 0.70, -0.02], [-0.47, -0.31, 0.22], [-0.05, 1.03, 0.20], [-0.42, -0.09, 0.57], [0.15, 0.09, -0.09], [0.12, -0.59, -0.22], [-0.88, 0.75, -1.27], [1.12, 0.62, -0.33], [1.86, 1.50, -2.61], [-0.02, 0.37, 0.55], [-0.86, -0.01, 0.35], [-1.04, 1.24, -0.93], [0.92, -0.22, -0.58], [0.71, 0.84, -0.51], [0.26, -0.57, 2.46], [-0.03, -0.97, -0.08], [-0.95, 0.52, -0.14], [-0.98, -0.18, -0.27], [-1.77, 1.88, -0.90], [-0.34, -0.53, -0.96], [0.16, -0.92, -0.50], [0.34, 0.14, -0.29], [-0.95, -0.22, -0.19], [1.30, -0.21, 0.59], [0.49, -0.20, 0.44], [0.20, 0.12, -0.66], [-0.31, -0.29, 1.38], [0.11, -0.44, -0.17], [0.20, 0.57, -0.13], [-0.56, -0.42, 0.51], [-0.28, 0.29, -0.14], [-0.22, 1.19, 0.02], [1.47, 0.59, -0.04], [0.88, -0.54, 0.36], [0.52, -1.07, -0.02], [-0.19, -0.29, -0.22], [-0.19, 0.14, -0.02], [-0.76, -0.36, 0.46], [0.19, -0.26, 0.27], [-1.02, 0.32, 0.35], [0.02, 0.20, 0.18], [0.35, -0.69, 1.52], [0.03, 0.75, -0.39], [0.55, -1.90, 0.39], [-0.17, -0.04, 0.43]],
  "mulliken_charge": [-1.161, 0.203, -0.301, 0.234, 0.300, -1.139, -0.155, 0.315, 0.406, 0.121, 0.176, 0.155, 0.400, -1.053, 0.318, 0.321, 0.285, 0.362, 0.091, 0.173, 0.170, 0.321, -0.003, -1.268, -1.062, 0.353, -0.126, 0.362, 0.343, 0.153, -0.351, -0.702, 0.318, 0.200, -0.064, 0.234, -0.027, 0.358, -0.026, -0.594, -0.504, -0.710, 0.285, 1.726, 0.453, 0.274, -0.111, -1.361, -1.263, 0.219, -0.450, -0.560, 0.308, 0.332, 0.182, 0.336, 0.500, 0.287, 0.410, 0.378, 0.258, 0.216, 0.400, 0.277, -0.671, 0.413, -0.666, -0.569, 0.323, -0.129, 0.336, 0.319, 0.272, -0.465, -0.625, -0.326, 0.268],
  "homo_energy_ev": -7.40,
  "e_lumo_ev": 2.7273,
  "total_charge": -1
}

=====

2.
{
  "formula": "C35H46F3IN5O5S",
  "method": "wB97M-V/def2-TZVPD",
  "symbols": ["C", "C", "H", "C", "C", "C", "H", "H", "H", "N", "H", "H", "H", "N", "C", "H", "H", "O", "S", "H", "H", "O", "H", "N", "H", "H", "O", "H", "H", "C", "C", "N", "C", "H", "I", "F", "H", "H", "C", "C", "C", "C", "H", "H", "C", "C", "H", "C", "H", "H", "H", "H", "H", "H", "H", "C", "H", "C", "H", "C", "C", "H", "C", "C", "C", "C", "H", "C", "C", "H", "H", "C", "C", "H", "O", "C", "H", "O", "H", "H", "F", "H", "C", "C", "C", "H", "H", "C", "N", "H", "H", "C", "C", "H", "H", "F"],
  "coordinates": [[-1.3067, 5.2549, 0.7525], [-1.5035, -2.4596, 4.3144], [2.5086, -2.0639, -2.4569], [1.4572, 1.5108, 2.7411], [0.4442, -1.3031, 3.0029], [1.0219, 4.2418, 3.4108], [-3.2303, 3.8508, -0.8322], [-0.2418, 4.2092, -2.4287], [-1.4717, 1.5941, 2.1931], [1.6354, -1.4655, -0.5397], [-2.5994, -2.6240, 4.1121], [-1.0229, -3.1085, -1.3270], [-1.7898, -0.8087, 2.9143], [1.3542, 5.4475, 3.9178], [-1.3514, 1.6790, 1.0891], [-2.5127, -0.1602, 0.9975], [1.5164, 5.9207, -2.0598], [-1.0403, -0.1751, -2.6715], [2.1441, 3.2011, 2.4530], [-0.3884, 2.1410, 0.7583], [-4.0496, -1.8496, 0.4549], [-0.2619, 3.8778, 3.7012], [-1.3409, 0.9538, 4.3362], [-1.3040, -2.0569, 0.5950], [1.1766, -2.6283, -7.0010], [-3.4476, -2.9824, 1.7222], [2.5790, -4.7921, -7.2923], [5.6818, -0.3695, -1.0757], [0.9517, 0.3888, -2.5456], [1.6347, 0.5479, 1.5073], [1.6224, -1.8165, 0.9029], [0.2230, 5.8300, 4.5680], [1.8052, -4.6326, -6.3747], [3.8562, -0.1452, -2.7108], [4.1859, -3.1930, -0.6693], [-0.2641, 0.5636, -4.7036], [2.5711, -1.8502, 1.4872], [4.5375, -0.3532, 0.3750], [-0.2807, 6.2750, 0.9440], [1.0206, -3.3819, -6.2390], [0.7539, 5.7808, -1.2614], [-0.9890, -1.0999, 3.6334], [1.4434, 1.1568, 0.5743], [-0.3145, 6.8681, 1.8823], [-1.0122, -0.0078, 4.8188], [-1.3035, 4.4524, -0.4783], [-0.9791, -3.3682, 3.9218], [0.4688, -0.9275, -0.8043], [0.6528, -1.3253, -2.9629], [2.1867, -6.5852, -5.4591], [-3.5576, -3.8500, -1.2738], [0.5998, -6.2543, -3.5710], [-0.4105, -2.2993, -5.1121], [-0.8158, -2.7616, 1.1470], [1.5784, 7.3033, 0.1196], [0.7568, -5.5013, -4.3331], [-1.3345, -2.4098, 5.4183], [-0.7492, 4.9265, 4.4760], [2.7102, 0.2550, 1.4683], [0.6462, -0.7167, 1.5448], [-2.9228, -3.6361, -0.3799], [0.4079, 1.5486, 3.1366], [-3.8889, -2.9392, 0.6870], [-1.6560, 0.2851, 0.4217], [-2.4801, 2.6832, 0.6250], [0.3038, -0.4961, -2.2769], [-2.0591, 5.1369, 1.5690], [2.7854, -1.7048, -1.4384], [3.5057, -0.2812, -1.6588], [-2.5012, -4.5417, 0.1189], [1.2794, -2.8905, 0.9607], [-0.0257, -4.2527, -4.1984], [0.1714, -3.2065, -5.2278], [-1.7834, -0.3324, 5.5600], [-0.8037, -4.0897, -3.2759], [-1.7882, -2.5496, -0.7061], [-4.8930, -3.4265, 0.7399], [-3.4543, 2.8609, 1.3217], [-2.3332, -1.7543, -1.2844], [0.0151, 0.0487, 5.2512], [-2.3775, 0.8235, -4.0952], [1.2346, -0.9720, 3.7335], [0.7734, 6.5516, -0.0252], [4.7011, -0.0027, -0.6710], [-1.0874, 0.7943, -3.6476], [0.5935, -2.4193, 2.9169], [-2.0640, 0.4868, -0.6019], [-0.5011, -0.8007, 0.4654], [-2.3234, 3.4180, -0.6168], [-1.7681, 4.9519, 4.9155], [2.0574, 1.0608, 3.5839], [-0.2825, 4.7547, -1.4604], [1.6065, -5.6784, -5.3439], [4.8144, 1.1196, -0.6175], [2.7484, 0.5306, -1.4708], [-0.8553, 2.0157, -3.0819]],
  "atomic_forces_ev_per_a": [[1.97, 0.81, -1.35], [0.05, 0.06, -0.45], [-0.32, -0.01, 1.10], [0.16, -0.98, 1.11], [-1.23, -0.38, -0.12], [0.47, 1.19, 0.58], [0.42, -0.25, 0.18], [-0.24, 0.36, 0.95], [0.40, 0.25, -0.87], [-1.23, -0.10, 1.02], [1.05, 0.31, 0.37], [-0.59, 1.10, 0.50], [1.02, -0.23, 0.17], [-1.38, -3.33, -1.07], [-0.80, 0.66, -1.15], [0.97, 0.32, -0.60], [-0.73, -0.04, 0.78], [0.79, 0.18, -0.46], [-1.32, 0.27, 0.39], [-0.62, -0.51, 0.49], [0.13, -1.05, 0.07], [0.28, 0.11, 0.20], [0.52, -0.56, 0.95], [1.60, 0.71, -0.67], [0.02, -0.04, -0.03], [-0.43, 0.05, -1.05], [-0.08, 0.06, 0.12], [-1.03, 0.03, 0.54], [-0.37, -0.85, 0.83], [-1.30, 1.56, -0.16], [-0.26, -0.88, 1.26], [-2.56, -0.01, 0.89], [0.17, -0.13, -0.23], [-0.31, -0.44, 0.80], [-0.76, 0.28, -0.42], [-0.56, 0.42, 1.30], [-0.34, 0.43, -1.16], [0.11, 0.08, -0.92], [0.05, -0.65, -1.01], [-0.12, 0.22, 0.09], [-1.73, -0.63, 1.72], [-0.56, -0.49, 1.87], [0.21, -0.61, 0.84], [0.07, -0.49, -0.76], [-0.28, -0.48, -1.70], [1.67, 2.13, 1.14], [-0.36, 0.72, 0.28], [0.53, 0.54, -1.55], [-0.30, 0.60, 0.88], [0.01, 0.02, -0.05], [0.99, -0.16, 0.57], [-0.04, 0.02, 0.00], [-0.07, -0.03, -0.02], [-0.14, -0.04, -0.43], [-0.90, -0.60, 0.14], [0.11, -0.09, -0.04], [-0.16, -0.23, -0.91], [3.11, 1.22, -0.75], [-0.93, -0.04, 0.06], [2.74, -1.81, 0.17], [-0.68, 1.80, 1.14], [1.02, 0.19, -0.73], [0.06, -0.17, 0.23], [0.00, 1.05, 0.17], [0.15, 0.36, 0.46], [0.09, -0.10, -0.83], [0.62, -0.08, -1.01], [1.03, 1.45, -1.03], [0.31, 0.06, 0.92], [-0.25, 0.50, -0.84], [-0.07, 1.10, -0.08], [-0.11, -0.11, 0.02], [0.09, 0.10, -0.05], [0.80, 0.56, -0.49], [0.18, 0.06, -0.12], [-1.43, -2.36, -0.08], [0.83, 0.28, -0.16], [0.21, -0.53, -0.50], [0.96, -0.55, 0.61], [-0.97, 0.20, -0.02], [1.80, -0.18, 0.34], [-0.70, -0.08, -0.97], [-1.55, -1.92, -1.01], [0.21, 1.18, -0.56], [-2.22, 0.47, 0.38], [-0.15, 1.09, 0.13], [0.70, -0.43, 0.71], [-0.70, 0.10, -0.06], [0.40, -0.33, 0.72], [1.09, -0.27, -0.60], [-0.58, 0.57, -0.77], [0.41, 0.69, 0.74], [-0.08, -0.08, 0.20], [-0.09, -1.09, 0.01], [0.57, -0.90, -0.22], [0.50, -1.20, -1.08]],
  "mulliken_charge": [-0.108, -1.457, 0.628, 0.027, -2.515, 0.480, 0.394, 0.372, -0.943, 1.417, 0.287, -0.106, -0.318, -0.364, 2.260, 0.328, 0.379, -0.115, -0.270, -0.266, 0.136, -0.025, 0.179, 0.270, 0.456, 0.020, -0.524, 0.384, 0.663, -0.670, -2.022, -0.417, 0.304, 0.484, 0.179, -0.224, 0.630, 0.315, -0.467, -0.402, -0.550, 1.688, 0.247, 0.366, -1.287, -0.079, 0.339, -1.401, -0.373, 0.434, 0.380, 0.477, 0.493, 0.582, 0.397, -0.488, 0.456, -0.028, 0.075, 2.529, -0.534, -0.405, -0.629, -2.215, -0.700, -1.378, 0.435, -0.851, 0.345, 0.362, 0.265, 0.499, -0.315, 0.548, -0.537, -0.360, 0.424, -0.617, 0.249, 0.217, -0.256, 0.460, -0.514, -1.484, 0.839, 0.590, 0.461, 1.726, 0.051, 0.391, 0.723, -0.280, -0.439, 0.423, 0.028, -0.161],
  "homo_energy_ev": -11.13,
  "e_lumo_ev": -4.0568,
  "total_charge": 1
}

=====

3.
{
  "formula": "C17H22NRuS",
  "method": "wB97M-V/def2-TZVPD",
  "symbols": ["C", "C", "C", "H", "C", "H", "H", "C", "H", "C", "H", "C", "C", "H", "C", "H", "C", "C", "H", "S", "N", "H", "H", "H", "C", "H", "H", "Ru", "H", "H", "C", "H", "H", "H", "H", "C", "C", "C", "C", "H", "H", "H"],
  "coordinates": [[1.9296, 1.2873, 5.4749], [-0.8044, 1.9724, 1.5447], [1.2369, 1.3592, 4.2778], [0.4368, 2.0664, 4.0881], [-3.5433, -1.0577, -2.0375], [1.3371, 2.7501, -0.9272], [-0.7849, -0.6574, -4.0624], [0.4502, 2.5201, 1.1289], [-2.2632, -3.4659, -3.3431], [1.9872, -1.4428, 0.6962], [-2.3831, -0.7168, -4.8106], [1.1039, -1.6948, -0.3959], [2.6425, -0.2976, 3.7338], [3.1468, -1.0661, 3.1503], [0.5492, 2.3556, -0.2985], [1.1899, 3.0191, 1.7507], [-1.4855, 1.4584, 0.4027], [-1.7674, -2.7558, -2.6564], [-2.4560, 0.9642, 0.3901], [3.1506, 0.0515, 5.3569], [1.6274, 0.4432, 3.3211], [2.0988, -2.0630, 1.5791], [-1.9106, -3.1497, -1.6402], [0.7409, -0.5343, -2.3026], [-2.3261, -1.4025, -2.7864], [-0.6960, -2.7815, -2.8961], [-1.1806, 1.9556, 2.5618], [0.5987, 0.4310, 0.3777], [-4.4531, -1.3844, -2.5733], [1.7540, 1.9053, 6.3443], [-1.8566, -0.5185, -3.8590], [3.4765, 0.2143, 1.0601], [-3.5604, -1.5540, -1.0568], [2.6488, 1.1577, -1.3352], [-3.6362, 0.0261, -1.8839], [-0.6516, 1.6812, -0.7523], [2.2487, 0.2896, -0.8267], [2.7002, -0.2266, 0.4411], [1.2440, -0.6168, -1.3420], [-2.0370, 0.5393, -3.6190], [-0.9127, 1.4679, -1.7856], [0.4102, -2.5291, -0.4896]],
  "atomic_forces_ev_per_a": [[-0.15, -0.42, -1.41], [0.51, -0.26, -0.68], [0.93, -0.71, 1.01], [0.14, -0.22, -0.03], [-0.49, 0.09, 0.34], [-0.31, 0.04, 0.14], [-0.18, 0.03, -0.06], [-0.22, 1.44, -0.33], [0.13, 0.01, 0.11], [-0.23, 0.69, -0.53], [0.13, 0.10, 0.07], [0.60, -0.36, -0.83], [-0.82, 1.03, 0.77], [-0.23, 0.26, 0.19], [-0.48, 1.88, 0.38], [-0.29, -0.21, -0.15], [-0.40, 0.85, -0.58], [0.18, -0.57, 0.07], [0.35, 0.16, 0.05], [-0.83, 0.54, -0.50], [0.60, -0.33, 0.06], [-0.21, 0.13, -0.19], [0.02, -0.01, -0.20], [0.11, -0.06, 0.33], [0.31, 0.18, 0.47], [-0.14, -0.06, -0.03], [0.10, -0.18, -0.20], [-1.56, -2.03, 3.23], [0.05, 0.10, 0.14], [0.23, -0.20, 0.00], [0.20, 0.40, -0.50], [-0.28, -0.13, -0.19], [-0.08, 0.09, -0.17], [0.01, -0.35, 0.04], [-0.06, -0.15, -0.06], [-1.18, 0.53, 0.15], [1.76, -0.80, -0.15], [1.28, -0.42, -0.81], [0.16, -1.24, -0.17], [0.00, -0.15, -0.13], [0.04, 0.02, 0.32], [0.25, 0.29, 0.05]],
  "mulliken_spin": [0.001, 0.052, 0.002, 0.003, 0.011, 0.013, 0.002, 0.125, 0.046, 0.048, 0.046, 0.210, -0.002, 0.003, -0.026, 0.011, 0.211, 0.021, 0.020, 0.004, 0.022, 0.008, 0.011, 0.035, 0.758, 0.005, 0.008, 2.185, 0.050, 0.000, 0.021, 0.011, 0.011, 0.012, 0.009, -0.043, -0.013, 0.114, -0.048, 0.006, 0.024, 0.015],
  "homo_energy_ev": [-9.40, -12.48],
  "multiplicity": 5,
  "e_lumo_ev": [-3.3038, -5.2203],
  "total_charge": 1
}